The following is a DFT calculation (ωB97M-V/def2-TZVPD) of a molecular structure, C19H19BrIrN2O4P.

Positions of all 47 atoms, in Å:
Ir 0.66 -0.41 0.38
Br -6.61 1.21 2.19
C -4.74 1.04 2.00
C -3.89 1.30 3.11
C -2.54 1.21 2.98
C -1.91 0.82 1.74
O -0.67 0.70 1.69
C -2.80 0.59 0.59
C -2.31 0.35 -0.73
N -1.09 0.07 -1.08
C -0.65 0.02 -2.39
C -1.47 -0.16 -3.51
C -0.94 -0.05 -4.80
C 0.39 0.26 -5.00
C 1.26 0.40 -3.90
C 2.63 0.70 -4.05
C 3.44 0.74 -2.93
C 2.88 0.48 -1.68
N 1.59 0.23 -1.51
C 0.76 0.21 -2.58
C -4.18 0.69 0.77
H -4.33 1.56 4.06
H -1.89 1.41 3.81
H -3.06 0.50 -1.51
H -2.51 -0.41 -3.39
H -1.59 -0.21 -5.64
H 0.78 0.37 -6.00
H 3.04 0.90 -5.03
H 4.50 0.96 -3.00
H 3.50 0.49 -0.79
H -4.84 0.48 -0.06
C -0.70 -4.49 -0.67
O -0.75 -3.49 0.35
P 0.42 -2.70 1.06
O 1.61 -3.75 0.96
C 3.02 -3.60 1.20
O -0.12 -2.56 2.54
C -0.75 -3.64 3.27
H -1.28 -5.34 -0.31
H 0.32 -4.83 -0.88
H -1.17 -4.11 -1.58
H 3.26 -3.91 2.22
H 3.34 -2.57 1.06
H 3.52 -4.25 0.49
H -0.65 -3.38 4.32
H -0.28 -4.60 3.06
H -1.81 -3.70 3.00

Properties
Net charge: +3
Multiplicity: 2
Molar mass (g/mol): 642.47
E_HOMO (spin up / spin down) (eV): -17.6 / -17.7
E_LUMO (spin up / spin down) (eV): -12.46 / -12.59


The following is a DFT calculation (ωB97M-V/def2-TZVPD) of 2 unconnected molecules or ions with the total composition C3HO4.

Positions of all 8 atoms, in Å:
C -2.03 0.25 0.05
C 1.67 -0.52 0.10
C 0.46 0.16 0.13
O 1.15 -0.60 -1.05
O -2.24 -0.94 -0.02
O 2.70 -1.00 0.55
O -2.13 1.39 0.18
H 0.42 1.26 0.05

Properties
Net charge: -1
Multiplicity: 1
Molar mass (g/mol): 101.04
E_HOMO (eV): -3.1
E_LUMO (eV): 3.77
ΔE to the lowest compared entry with this formula, charge and spin (kJ/mol): 184.1


Look up the multiplicity of the first one.
2


Which of these has the highest multiplicity?
C19H19BrIrN2O4P